Entry 1:
Here is a 2-piece molecular cluster, C4H9NO2 overall in a non-equilibrium geometry from OMol25. Energies are from the ωB97M-V functional and the def2-TZVPD basis.

Last columns: bonded neighbours and bond lengths (Å).
Positions of all 16 atoms, in Å:
1 C -1.859 -0.132 -0.372  O6 1.355, H10 1.086, H11 1.082
2 C -0.303 -1.370 0.403  N4 1.416, H12 1.088, H13 1.086
3 C 2.072 1.500 -0.108  C5 1.507, H14 1.090, H15 1.088, H16 1.091
4 N 0.854 -0.610 0.105  C2 1.416, C5 1.349, H9 1.009
5 C 0.855 0.722 0.320  C3 1.507, N4 1.349, O7 1.242
6 O -2.957 -0.720 0.161  C1 1.355, H8 0.967
7 O -0.165 1.254 0.786  C5 1.242
8 H -2.808 -1.675 0.167  O6 0.967
9 H 1.542 -0.993 -0.526  N4 1.009
10 H -1.557 -0.455 -1.364  C1 1.086
11 H -2.034 0.934 -0.444  C1 1.082
12 H -0.601 -1.201 1.435  C2 1.088
13 H -0.206 -2.402 0.078  C2 1.086
14 H 1.800 2.521 -0.374  C3 1.090
15 H 2.573 1.074 -0.976  C3 1.088
16 H 2.793 1.554 0.709  C3 1.091

Output
Kohn-Sham gap in eV: 8.545
E_tot in a.u.: -362.9483
Molar mass in g mol⁻¹: 103.12
Relative energy (zero: lowest compared OMol25 entry of this formula, charge and spin) in kcal per mole: 86.1
LUMO in eV: 0.78

=====

Entry 2:
Here is one molecule with the formula C18H23N3O5S in a non-equilibrium geometry from OMol25. Energies are from the ωB97M-V functional and the def2-TZVPD basis.

Last columns: bonded neighbours and bond lengths (Å).
Positions of all 50 atoms, in Å:
1 C -1.545 -1.315 2.810  H2 1.095, O3 1.407, H49 1.094, H50 1.090
2 H -2.379 -0.961 3.426  C1 1.095
3 O -1.521 -0.668 1.561  C1 1.407, C4 1.372
4 C -2.521 -0.922 0.657  O3 1.372, C5 1.383, C9 1.411
5 C -3.610 -1.748 0.876  C4 1.383, C6 1.389, H48 1.079
6 C -4.562 -1.919 -0.121  C5 1.389, C7 1.381, H47 1.079
7 C -4.432 -1.267 -1.331  C6 1.381, C8 1.386, H46 1.079
8 C -3.347 -0.437 -1.564  C7 1.386, C9 1.385, H45 1.077
9 C -2.387 -0.261 -0.581  C4 1.411, C8 1.385, N10 1.396
10 N -1.261 0.554 -0.720  C9 1.396, C11 1.352, H44 1.018
11 C -1.025 1.534 -1.622  N10 1.352, O12 1.213, C13 1.535
12 O -1.726 1.789 -2.579  C11 1.213
13 C 0.229 2.364 -1.317  C11 1.535, C14 1.532, C34 1.537, H43 1.095
14 C 1.428 1.545 -0.831  C13 1.532, N15 1.450, H41 1.101, H42 1.092
15 N 1.186 1.004 0.493  C14 1.450, S16 1.690, C32 1.456
16 S 2.402 -0.042 1.025  N15 1.690, O17 1.433, O18 1.435, C19 1.765
17 O 1.892 -0.698 2.193  S16 1.433
18 O 3.644 0.668 1.142  S16 1.435
19 C 2.530 -1.220 -0.283  S16 1.765, C20 1.373, C23 1.428
20 C 1.740 -2.326 -0.475  C19 1.373, O21 1.334, C28 1.475
21 O 2.199 -3.001 -1.530  C20 1.334, N22 1.358
22 N 3.286 -2.368 -2.041  O21 1.358, C23 1.304
23 C 3.509 -1.305 -1.319  C19 1.428, N22 1.304, C24 1.480
24 C 4.617 -0.363 -1.595  C23 1.480, H25 1.087, H26 1.086, H27 1.090
25 H 4.903 0.139 -0.674  C24 1.087
26 H 5.459 -0.900 -2.020  C24 1.086
27 H 4.293 0.387 -2.316  C24 1.090
28 C 0.560 -2.818 0.263  C20 1.475, H29 1.090, H30 1.088, H31 1.086
29 H -0.355 -2.526 -0.254  C28 1.090
30 H 0.586 -3.904 0.320  C28 1.088
31 H 0.570 -2.379 1.256  C28 1.086
32 C 0.976 2.051 1.482  N15 1.456, C33 1.525, H39 1.100, H40 1.091
33 C -0.248 2.885 1.118  C32 1.525, C34 1.527, H37 1.091, H38 1.090
34 C -0.099 3.459 -0.289  C13 1.537, C33 1.527, H35 1.093, H36 1.091
35 H 0.715 4.188 -0.292  C34 1.093
36 H -1.013 3.974 -0.587  C34 1.091
37 H -0.348 3.698 1.839  C33 1.091
38 H -1.144 2.267 1.183  C33 1.090
39 H 1.869 2.691 1.541  C32 1.100
40 H 0.844 1.550 2.442  C32 1.091
41 H 2.325 2.184 -0.821  C14 1.101
42 H 1.608 0.706 -1.507  C14 1.092
43 H 0.500 2.846 -2.262  C13 1.095
44 H -0.584 0.454 0.035  N10 1.018
45 H -3.239 0.087 -2.499  C8 1.077
46 H -5.176 -1.398 -2.101  C7 1.079
47 H -5.407 -2.564 0.064  C6 1.079
48 H -3.734 -2.254 1.820  C5 1.079
49 H -1.611 -2.402 2.702  C1 1.094
50 H -0.599 -1.057 3.284  C1 1.090

Output
Kohn-Sham gap in eV: 8.906
SMILES: COc1ccccc1NC(=O)[C@H]1CCCN(S(=O)(=O)c2c(C)noc2C)C1
E_tot in a.u.: -1638.3383
Molar mass in g mol⁻¹: 393.46
Relative energy (zero: lowest compared OMol25 entry of this formula, charge and spin) in kcal per mole: 58.6
LUMO in eV: 0.58

=====

Entry 3:
Here is one molecule with the formula C4H6N2 in a non-equilibrium geometry from OMol25. Energies are from the ωB97M-V functional and the def2-TZVPD basis.

Last columns: bonded neighbours and bond lengths (Å).
Positions of all 12 atoms, in Å:
1 C -1.491 -0.833 0.863  C2 1.474, H7 1.101, H8 1.084, H9 1.097
2 C -0.333 -0.297 0.124  C1 1.474, C3 1.393, N6 1.373
3 C -0.128 1.027 -0.259  C2 1.393, N4 1.395, H10 1.079
4 N 1.200 1.089 -0.682  C3 1.395, C5 1.358, H11 1.007
5 C 1.610 -0.201 -0.795  N4 1.358, N6 1.306, H12 1.078
6 N 0.661 -1.036 -0.467  C2 1.373, C5 1.306
7 H -1.100 -1.031 1.874  C1 1.101
8 H -2.373 -0.208 0.938  C1 1.084
9 H -1.712 -1.816 0.430  C1 1.097
10 H -0.597 1.904 0.157  C3 1.079
11 H 1.737 1.911 -0.906  N4 1.007
12 H 2.524 -0.507 -1.277  C5 1.078

Output
Kohn-Sham gap in eV: 9.468
SMILES: Cc1c[nH]cn1
E_tot in a.u.: -265.5170
Molar mass in g mol⁻¹: 82.11
Relative energy (zero: lowest compared OMol25 entry of this formula, charge and spin) in kcal per mole: 11.7
LUMO in eV: 0.99

=====

Entry 4:
Here is a 23-piece molecular cluster, BrH44O22 overall in a non-equilibrium geometry from OMol25. Energies are from the ωB97M-V functional and the def2-TZVPD basis.

Last columns: bonded neighbours and bond lengths (Å).
Positions of all 67 atoms, in Å:
1 Br 0.697 0.169 0.571  no bonds
2 O -3.881 -1.109 -1.462  H3 0.973, H4 0.967
3 H -3.692 -0.583 -0.665  O2 0.973
4 H -4.428 -1.786 -1.040  O2 0.967
5 O 3.628 0.305 -2.113  H6 0.983, H7 0.949
6 H 3.647 0.572 -1.168  O5 0.983
7 H 4.529 0.139 -2.358  O5 0.949
8 O -0.967 3.229 -0.144  H9 0.944, H10 0.979
9 H -1.377 3.257 -0.993  O8 0.944
10 H -0.388 2.445 -0.239  O8 0.979
11 O -1.280 -4.504 0.822  H12 0.934, H13 0.966
12 H -2.182 -4.510 1.064  O11 0.934
13 H -0.759 -4.018 1.473  O11 0.966
14 O -3.165 -0.890 1.207  H15 0.967, H16 0.990
15 H -2.360 -1.413 1.092  O14 0.967
16 H -2.836 -0.097 1.701  O14 0.990
17 O -5.852 -2.004 0.787  H18 0.968, H19 0.946
18 H -5.018 -1.723 1.191  O17 0.968
19 H -6.314 -1.194 0.626  O17 0.946
20 O 0.449 -3.083 1.881  H21 0.956, H22 0.988
21 H 1.271 -3.560 1.980  O20 0.956
22 H 0.696 -2.187 1.545  O20 0.988
23 O 2.634 -2.113 -4.062  H24 0.942, H25 0.970
24 H 2.354 -1.540 -3.369  O23 0.942
25 H 1.806 -2.351 -4.507  O23 0.970
26 O 1.920 -5.083 -0.189  H27 0.993, H28 0.969
27 H 2.539 -4.312 -0.096  O26 0.993
28 H 1.099 -4.611 -0.390  O26 0.969
29 O -2.632 -0.350 -4.105  H30 0.934, H31 0.966
30 H -3.206 -0.792 -3.516  O29 0.934
31 H -1.783 -0.488 -3.665  O29 0.966
32 O -2.091 2.408 -2.496  H33 0.958, H34 0.964
33 H -1.811 1.492 -2.521  O32 0.958
34 H -2.677 2.552 -3.248  O32 0.964
35 O 2.805 3.264 2.867  H36 0.964, H37 0.965
36 H 2.104 3.925 2.842  O35 0.964
37 H 3.056 3.146 1.943  O35 0.965
38 O 3.633 -2.688 0.111  H39 0.952, H40 0.976
39 H 3.518 -2.059 -0.594  O38 0.952
40 H 4.215 -2.184 0.711  O38 0.976
41 O 0.202 4.883 1.895  H42 0.946, H43 0.953
42 H -0.724 5.004 2.046  O41 0.946
43 H 0.243 4.451 1.047  O41 0.953
44 O 3.364 -0.341 2.297  H45 0.960, H46 0.962
45 H 2.537 -0.548 1.856  O44 0.960
46 H 3.054 0.239 2.999  O44 0.962
47 O 2.576 1.243 4.597  H48 0.955, H49 0.958
48 H 1.971 1.244 5.336  O47 0.955
49 H 2.415 1.996 4.029  O47 0.958
50 O 3.401 1.915 0.402  H51 0.970, H52 0.983
51 H 3.510 1.340 1.176  O50 0.970
52 H 2.436 1.832 0.232  O50 0.983
53 O -0.063 -0.329 -2.504  H54 0.965, H55 0.972
54 H -0.333 -1.124 -2.027  O53 0.965
55 H 0.480 0.099 -1.820  O53 0.972
56 O -2.692 4.147 1.819  H57 0.984, H58 1.000
57 H -3.543 4.557 1.543  O56 0.984
58 H -2.287 3.776 0.982  O56 1.000
59 O -1.668 0.891 2.717  H60 0.991, H61 0.982
60 H -0.886 0.919 2.110  O59 0.991
61 H -1.785 1.858 2.835  O59 0.982
62 O 1.516 1.706 -3.795  H63 0.961, H64 0.955
63 H 2.245 1.501 -3.203  O62 0.961
64 H 1.282 0.885 -4.222  O62 0.955
65 O -1.440 -2.470 -1.378  H66 0.957, H67 0.983
66 H -1.412 -3.357 -1.022  O65 0.957
67 H -2.296 -1.988 -1.418  O65 0.983

Output
Kohn-Sham gap in eV: 9.376
Net charge: -1
E_tot in a.u.: -4255.9237
Molar mass in g mol⁻¹: 476.23
Relative energy (zero: lowest compared OMol25 entry of this formula, charge and spin) in kcal per mole: 14.0
LUMO in eV: 2.19

=====

What did the third record say?
Here is one molecule with the formula C4H6N2 in a non-equilibrium geometry from OMol25. Energies are from the ωB97M-V functional and the def2-TZVPD basis.

Last columns: bonded neighbours and bond lengths (Å).
Positions of all 12 atoms, in Å:
1 C -1.491 -0.833 0.863  C2 1.474, H7 1.101, H8 1.084, H9 1.097
2 C -0.333 -0.297 0.124  C1 1.474, C3 1.393, N6 1.373
3 C -0.128 1.027 -0.259  C2 1.393, N4 1.395, H10 1.079
4 N 1.200 1.089 -0.682  C3 1.395, C5 1.358, H11 1.007
5 C 1.610 -0.201 -0.795  N4 1.358, N6 1.306, H12 1.078
6 N 0.661 -1.036 -0.467  C2 1.373, C5 1.306
7 H -1.100 -1.031 1.874  C1 1.101
8 H -2.373 -0.208 0.938  C1 1.084
9 H -1.712 -1.816 0.430  C1 1.097
10 H -0.597 1.904 0.157  C3 1.079
11 H 1.737 1.911 -0.906  N4 1.007
12 H 2.524 -0.507 -1.277  C5 1.078

Output
Kohn-Sham gap in eV: 9.468
SMILES: Cc1c[nH]cn1
E_tot in a.u.: -265.5170
Molar mass in g mol⁻¹: 82.11
Relative energy (zero: lowest compared OMol25 entry of this formula, charge and spin) in kcal per mole: 11.7
LUMO in eV: 0.99